[1]
74
Properties=species:S:1:pos:R:3:mulliken_charge:R:1 method="wB97M-V/def2-TZVPD" gap_ev="7.881 / 5.273" s2=0.761 multiplicity=2 relative_energy_kj_mol=11.47 lumo_energy_ev="0.41 / -2.20"
Pb 0.167 1.004 -1.418 1.5205
O 1.140 -0.708 1.115 -0.0958
C 2.385 -1.198 1.269 1.1188
C 3.491 -0.457 -0.160 0.6920
O 4.624 -0.508 0.241 -0.5018
O 2.802 -0.130 -1.090 -0.5344
C 2.979 -0.807 2.603 -0.1257
C 2.700 -1.628 3.695 -0.3976
C 3.104 -1.259 4.968 -0.8253
C 3.790 -0.066 5.162 -0.3532
C 4.057 0.759 4.079 -0.8807
C 3.647 0.397 2.804 -0.0242
C 2.471 -2.609 0.819 -0.3564
C 3.604 -3.374 1.102 -0.0611
C 3.710 -4.662 0.608 -0.9736
C 2.696 -5.196 -0.180 -0.3980
C 1.567 -4.435 -0.468 -0.6501
C 1.456 -3.145 0.022 -0.3614
H 1.064 0.127 1.602 0.3504
H 2.158 -2.555 3.542 0.4294
H 2.881 -1.903 5.810 0.3942
H 4.113 0.218 6.156 0.4113
H 4.589 1.692 4.225 0.4056
H 3.860 1.048 1.967 0.3912
H 4.400 -2.950 1.703 0.5159
H 4.594 -5.250 0.828 0.3962
H 2.787 -6.201 -0.574 0.4118
H 0.778 -4.849 -1.086 0.4117
H 0.584 -2.538 -0.193 0.4111
O 0.158 2.720 0.292 -0.7256
N 0.289 3.992 -0.081 0.3649
C -0.176 4.928 0.783 -0.2194
C -0.083 6.264 0.529 -0.7091
C 0.514 6.675 -0.666 -0.1642
C 0.979 5.724 -1.536 -0.8266
C 0.880 4.346 -1.260 0.6584
S 1.526 3.184 -2.346 -0.5156
H -0.610 4.518 1.682 0.4122
H -0.474 6.972 1.247 0.3952
H 0.613 7.728 -0.898 0.3712
H 1.437 5.997 -2.476 0.3713
N 0.413 0.275 -3.981 -0.5156
C -0.548 0.913 -4.913 -0.7111
C -1.942 1.020 -4.286 -0.0054
C -2.082 2.301 -3.444 0.3921
O -2.656 3.256 -3.956 -0.7166
O -1.560 2.285 -2.256 -0.4821
H 1.365 0.550 -4.201 0.2357
H 0.369 -0.735 -4.045 0.1961
H -0.600 0.365 -5.854 0.3620
H -0.180 1.915 -5.132 0.3510
H -2.137 0.147 -3.651 -0.2022
H -2.694 1.071 -5.071 0.3926
C -3.587 0.282 2.258 -1.1012
N -3.929 -0.669 1.214 0.0825
C -5.313 -0.522 0.765 -1.1164
C -2.981 -0.809 0.183 0.2083
N -2.090 0.072 -0.106 -0.1433
N -3.057 -1.998 -0.495 0.2980
C -3.837 -3.139 -0.048 -1.2301
C -2.243 -2.237 -1.671 -0.6330
H -4.225 0.089 3.121 0.2934
H -3.738 1.326 1.953 0.3999
H -2.550 0.147 2.558 0.3374
H -5.525 0.511 0.464 0.3728
H -5.991 -0.791 1.576 0.3206
H -5.511 -1.171 -0.084 0.3529
H -2.238 0.935 0.412 0.0731
H -4.237 -2.961 0.943 0.3978
H -3.196 -4.025 -0.012 0.3557
H -4.660 -3.354 -0.738 0.3404
H -1.702 -3.180 -1.557 0.1575
H -1.529 -1.430 -1.793 -0.1337
H -2.859 -2.303 -2.572 0.3376

[2]
71
Properties=species:S:1:pos:R:3:mulliken_charge:R:1 method="wB97M-V/def2-TZVPD" gap_ev="5.804 / 6.333" s2=0.840 multiplicity=2 relative_energy_kj_mol=61.89 charge=+1 lumo_energy_ev="-4.48 / -4.18"
Tc 0.046 1.068 0.286 0.2115
C -2.164 -2.016 -1.212 -1.7333
N -2.399 -0.796 -0.445 1.4802
C -3.111 0.179 -1.265 -1.2860
C -2.792 1.626 -0.971 -1.1046
N -1.353 1.996 -1.208 1.5370
C -0.936 1.569 -2.571 -1.3839
C -1.249 3.471 -1.150 -0.5353
C -1.898 4.253 -2.098 -0.4716
C -1.797 5.633 -2.068 -1.0193
C -1.040 6.252 -1.083 -0.6457
C -0.385 5.484 -0.139 -0.7780
C -0.483 4.093 -0.165 1.3785
S 0.339 3.161 1.079 -0.3237
C -3.024 -1.061 0.824 -0.8091
C -3.985 -2.064 0.952 -0.3650
C -4.593 -2.325 2.167 -0.8551
C -4.254 -1.570 3.282 -0.6393
C -3.306 -0.571 3.167 -0.8590
C -2.674 -0.323 1.948 1.1821
S -1.490 1.000 1.978 -0.2796
H -3.084 -2.440 -1.633 0.4396
H -1.687 -2.761 -0.578 0.4604
H -1.493 -1.802 -2.044 0.4842
H -4.200 0.046 -1.212 0.3878
H -2.844 -0.023 -2.303 0.6343
H -3.026 1.913 0.052 0.4976
H -3.420 2.225 -1.636 0.4913
H -1.696 1.816 -3.314 0.4248
H -0.770 0.493 -2.591 0.2237
H -0.013 2.077 -2.829 0.5068
H -2.494 3.791 -2.874 0.3307
H -2.311 6.224 -2.813 0.4147
H -0.958 7.330 -1.053 0.4068
H 0.210 5.953 0.634 0.4732
H -4.269 -2.648 0.088 0.3764
H -5.334 -3.109 2.240 0.4178
H -4.724 -1.758 4.237 0.3947
H -3.032 0.023 4.029 0.4727
C 4.612 -3.777 0.164 -1.0783
Si 2.815 -3.812 0.704 0.1154
C 1.699 -4.224 -0.747 -0.8971
C 2.553 -5.067 2.069 -1.0804
C 2.443 -2.104 1.464 0.0964
C 3.011 -1.804 2.707 -0.0661
C 2.810 -0.587 3.341 -1.2877
C 2.017 0.357 2.722 -0.3450
N 1.475 0.104 1.532 0.2744
C 1.672 -1.081 0.926 0.9441
S 0.763 -1.024 -0.566 -0.7263
H 4.913 -4.750 -0.229 0.3395
H 5.275 -3.536 0.996 0.3578
H 4.781 -3.036 -0.619 0.3300
H 1.994 -5.204 -1.132 0.3804
H 1.782 -3.510 -1.566 0.2864
H 0.649 -4.288 -0.455 0.2329
H 2.736 -6.071 1.680 0.3566
H 1.530 -5.039 2.447 0.3359
H 3.226 -4.920 2.915 0.3357
H 3.626 -2.548 3.201 0.3343
H 3.252 -0.377 4.304 0.4095
H 1.794 1.321 3.161 0.5175
N 2.231 1.118 -2.144 -0.3151
C 3.306 1.696 -2.699 -0.2024
C 3.625 2.783 -1.919 -1.0239
C 2.682 2.773 -0.889 -0.6484
N 1.832 1.756 -1.024 0.9909
H 1.841 0.205 -2.326 0.0115
H 3.758 1.292 -3.588 0.4823
H 4.425 3.484 -2.066 0.4224
H 2.567 3.461 -0.070 0.5785

[3]
76
Properties=species:S:1:pos:R:3:mulliken_charge:R:1 method="wB97M-V/def2-TZVPD" gap_ev="7.370 / 6.516" s2=6.029 multiplicity=5 charge=+1 lumo_energy_ev="-3.08 / -4.99"
Ru 0.348 -0.055 0.509 0.2893
C 3.849 1.225 0.286 -1.3353
C 3.295 0.311 -0.751 0.2379
C 3.908 -0.124 -1.916 -1.3862
C 3.045 -1.053 -2.476 0.8359
C 3.211 -1.866 -3.720 -1.4502
N 1.980 -1.157 -1.677 0.6441
N 2.105 -0.297 -0.615 0.3075
B 0.851 -2.203 -1.711 -0.8553
N 0.760 -2.881 -0.319 0.5804
N 0.379 -2.150 0.780 0.3781
C 0.186 -3.022 1.783 0.2946
C -0.283 -2.655 3.153 -1.3172
C 0.464 -4.303 1.332 -1.4490
C 0.822 -4.177 -0.002 1.0224
C 1.209 -5.244 -0.979 -1.2876
N -0.498 -1.516 -2.030 0.8891
N -0.749 -0.215 -1.658 0.1315
C -1.963 0.070 -2.156 0.5719
C -2.579 1.421 -2.018 -0.6920
C -2.483 -1.029 -2.835 -1.6626
C -1.526 -2.016 -2.731 0.8734
C -1.539 -3.417 -3.253 -1.3093
H 4.910 1.022 0.425 0.5063
H 3.355 1.082 1.245 0.1437
H 3.760 2.269 -0.006 0.2057
H 4.879 0.167 -2.288 0.5385
H 4.069 -1.502 -4.281 0.4115
H 2.331 -1.802 -4.359 0.3103
H 3.376 -2.918 -3.487 0.2474
H 1.106 -3.034 -2.535 -0.0656
H -1.245 -2.140 3.118 0.1961
H 0.424 -2.010 3.675 0.2583
H -0.406 -3.566 3.734 0.4001
H 0.408 -5.213 1.908 0.4949
H 1.225 -6.207 -0.474 0.3746
H 2.198 -5.062 -1.399 0.2758
H 0.505 -5.304 -1.809 0.2438
H -2.225 1.913 -1.125 -0.3870
H -3.664 1.350 -1.954 0.3841
H -2.336 2.052 -2.876 0.3205
H -3.431 -1.095 -3.348 0.5166
H -2.462 -3.601 -3.798 0.4099
H -1.482 -4.140 -2.438 0.1739
H -0.701 -3.601 -3.926 0.2835
O -3.686 1.396 6.044 -0.4835
C -2.970 1.185 5.119 0.5905
S -3.575 0.681 3.512 -0.0951
C -2.020 0.486 2.776 0.0327
C -0.888 0.718 3.583 0.3842
S 0.706 0.576 3.089 -0.3552
S -1.186 1.191 5.225 -0.0892
S -1.985 0.038 1.152 -0.2461
C 0.663 3.148 -1.333 -1.3060
As 0.377 2.469 0.451 1.2382
C -1.260 3.333 0.999 -1.5036
C 1.706 3.481 1.494 -0.8712
C 1.112 4.602 2.298 -0.5120
C 0.465 4.375 3.511 0.3261
C -0.085 5.431 4.222 -0.8607
C 0.003 6.729 3.730 -0.4149
C 0.652 6.964 2.528 -0.7256
C 1.204 5.903 1.819 -0.1322
H 0.304 4.173 -1.381 0.4279
H 0.132 2.523 -2.046 0.3096
H 1.727 3.118 -1.561 0.3857
H -1.045 4.390 1.112 0.4952
H -1.605 2.931 1.948 0.2338
H -2.027 3.192 0.249 0.4899
H 2.377 3.883 0.741 0.6344
H 2.263 2.791 2.116 0.5455
H 0.395 3.362 3.905 0.3218
H -0.584 5.240 5.164 0.4286
H -0.428 7.553 4.286 0.3996
H 0.734 7.972 2.140 0.4072
H 1.707 6.093 0.876 0.3898

[4]
70
Properties=species:S:1:pos:R:3:mulliken_charge:R:1 method="wB97M-V/def2-TZVPD" gap_ev="2.277 / 2.969" relative_energy_kj_mol=0.00 charge=-2 lumo_energy_ev="4.34 / 4.31"
Li 2.102 -1.210 0.042 0.6510
C -0.299 -4.354 4.219 -1.0981
C -1.181 -3.165 3.866 -0.9529
N -0.528 -1.822 3.894 0.3441
C -0.633 -1.022 5.123 -0.6725
C -1.859 -0.093 5.054 -1.0861
C 0.224 -1.365 2.871 0.3915
S 0.572 -2.370 1.531 -0.6120
N 0.527 -0.068 2.924 -0.1829
C 1.519 0.539 2.195 0.3037
O 2.260 0.084 1.289 -0.9836
C 1.732 1.939 2.668 0.4239
C 1.009 2.570 3.721 0.1299
C 1.043 3.981 3.899 -0.7068
C 1.846 4.750 3.041 -0.2444
C 2.735 4.146 2.185 -0.5800
C 2.626 2.760 1.958 -0.3961
H -0.854 -5.265 4.189 0.4221
H 0.217 -4.272 5.185 0.3158
H 0.580 -4.430 3.550 0.2415
H -2.026 -3.078 4.547 0.4284
H -1.592 -3.283 2.876 0.3587
H 0.294 -0.412 5.242 0.3979
H -0.644 -1.665 6.051 0.4028
H -1.674 0.755 4.365 0.0581
H -1.877 0.389 6.041 0.3374
H -2.761 -0.647 4.811 0.5208
H 0.389 1.967 4.372 0.2031
H 0.495 4.471 4.677 0.4088
H 1.834 5.852 3.186 0.2889
H 3.528 4.736 1.677 0.3096
H 3.423 2.282 1.286 0.2079
C -0.185 -0.153 -2.414 -1.4027
C 0.636 0.314 -3.203 1.0493
C 1.637 0.855 -4.069 -0.0630
C 2.734 0.092 -4.480 -0.5629
C 3.804 0.675 -5.124 -0.4806
C 3.811 2.071 -5.347 -0.2683
C 2.751 2.858 -4.949 -0.4591
C 1.682 2.265 -4.256 -0.5386
H 2.612 -0.945 -4.431 0.4539
H 4.668 0.023 -5.321 0.3140
H 4.707 2.603 -5.808 0.2004
H 2.788 3.928 -5.097 0.3542
H 0.872 2.808 -3.794 0.3828
C -2.684 0.772 -4.478 -0.9937
C -2.714 -0.600 -3.801 -1.5177
As -1.987 -0.597 -1.938 1.6241
C -2.976 0.098 -0.453 -1.3297
C -2.977 1.614 -0.387 -1.1553
C -1.581 -2.487 -1.661 0.1838
C -2.555 -3.431 -2.389 -1.6566
H -3.006 0.781 -5.520 0.5030
H -1.676 1.136 -4.544 0.0714
H -3.295 1.542 -4.008 0.3841
H -2.080 -1.362 -4.294 0.1628
H -3.699 -1.045 -3.667 0.7780
H -2.490 -0.385 0.471 -0.6038
H -4.005 -0.276 -0.521 1.1558
H -3.209 2.056 -1.370 0.2712
H -2.013 2.039 -0.052 0.2603
H -3.671 1.987 0.395 0.7171
H -1.676 -2.521 -0.548 -0.1727
H -0.534 -2.604 -1.969 0.4028
H -2.034 -4.388 -2.492 0.4825
H -2.779 -3.111 -3.417 0.1985
H -3.507 -3.624 -1.842 0.4932
O 4.515 -1.383 -2.775 -0.6493
C 3.881 -1.893 -1.934 0.8693
N 3.208 -2.413 -1.046 -1.0885

no.,energy (hartree)
1,-2365.4832
2,-2887.7640
3,-5401.8094
4,-4005.9421